1.
A structure of composition C26H36CoN4O5PS. Source: OMol25; level of theory: wB97M-V/def2-TZVPD.

The spin multiplicity is 4. As for the total charge: +1. The calculation puts the energy above the lowest of the compared OMol25 structures with the same formula, charge and spin at 0.0 kcal/mol. The calculation puts the HOMO energy (alpha / beta) at -11.35 / -11.34 eV. For the LUMO energy (alpha / beta), the calculation gives -2.9497 / -3.1419 eV. The calculation puts the HOMO-LUMO gap (alpha / beta) at 8.4 / 8.2 eV.

XYZ file:
```
74
C26H36CoN4O5PS | OMol25 | wB97M-V/def2-TZVPD
Co 0.15 0.24 -0.06
C -2.57 2.93 -2.21
C -3.71 2.84 -1.43
C -3.71 2.00 -0.33
C -2.56 1.28 -0.03
N -1.48 1.34 -0.82
C -1.48 2.15 -1.87
C -2.43 0.45 1.20
C -3.35 0.50 2.23
C -3.13 -0.25 3.37
C -1.99 -1.03 3.46
C -1.11 -1.02 2.39
N -1.32 -0.31 1.28
H -2.52 3.59 -3.07
H -4.59 3.42 -1.67
H -4.59 1.92 0.29
H -0.58 2.17 -2.47
H -4.21 1.14 2.17
H -3.84 -0.22 4.19
H -1.77 -1.63 4.33
H -0.20 -1.59 2.43
C 2.66 0.84 3.52
C 2.55 2.37 3.55
C 2.66 2.87 4.98
C 3.62 3.03 2.68
O 1.21 2.74 3.15
P 0.56 2.76 1.70
O -0.91 2.77 1.83
O 1.16 1.59 0.88
O 1.17 4.01 0.94
C 0.71 5.39 1.07
C -0.55 5.55 0.23
C 1.85 6.23 0.52
C 0.44 5.74 2.53
H 3.65 0.54 3.87
H 2.50 0.47 2.51
H 1.91 0.41 4.19
H 3.63 2.61 5.40
H 1.88 2.42 5.60
H 2.54 3.96 5.01
H 4.58 2.56 2.87
H 3.70 4.09 2.91
H 3.38 2.93 1.62
H -0.34 5.30 -0.81
H -0.90 6.59 0.28
H -1.33 4.89 0.61
H 2.04 5.96 -0.52
H 2.76 6.07 1.10
H 1.59 7.29 0.57
H -0.34 5.10 2.95
H 0.11 6.78 2.60
H 1.35 5.63 3.13
C 2.12 -2.41 1.37
O 1.70 -1.41 0.43
H 2.71 -1.97 2.18
H 2.71 -3.18 0.87
H 1.24 -2.89 1.79
H 2.48 -1.08 -0.02
N 3.19 1.08 -0.92
C 2.44 0.69 -1.98
N 1.25 0.16 -1.87
C 0.74 -0.19 -3.13
C -0.48 -0.81 -3.37
C -0.84 -1.10 -4.67
C 0.01 -0.80 -5.74
C 1.24 -0.21 -5.51
C 1.59 0.09 -4.20
S 3.06 0.81 -3.61
H 2.63 1.44 -0.13
H 4.02 1.61 -1.13
H -1.14 -1.05 -2.54
H -1.79 -1.58 -4.87
H -0.29 -1.05 -6.75
H 1.91 0.02 -6.33
```

Here are the Mulliken charges for atoms 1 to 8, given in e:
1 Co -0.24
2 C -0.82
3 C -0.76
4 C -0.81
5 C 0.38
6 N 0.96
7 C -0.49
8 C 1.04

=====

2.
A structure of composition C17H28ClCuFO12P2S. Source: OMol25; level of theory: wB97M-V/def2-TZVPD.

As for the total charge: +1. The calculation puts the HOMO energy at -12.19 eV. For the LUMO energy, the calculation gives -6.5534 eV. The calculation puts the HOMO-LUMO gap at 5.6 eV.

XYZ file:
```
63
C17H28ClCuFO12P2S | OMol25 | wB97M-V/def2-TZVPD
C 1.65 4.04 0.55
C 1.02 3.15 -0.64
O -0.20 2.59 -0.11
C -0.98 1.86 -1.07
C -2.35 2.74 -1.10
C -2.13 4.25 -1.53
O -2.76 4.66 -2.55
O -1.34 5.21 -0.86
C -0.51 1.78 -2.61
O -0.27 2.65 -3.45
O -0.39 0.42 -3.09
C -0.21 -0.46 -1.93
C -0.58 -2.01 -2.09
C 0.38 -2.81 -3.12
C 1.43 -3.80 -2.40
C 0.70 -4.90 -1.48
O 1.69 -5.84 -0.93
C 1.40 -5.95 0.48
O 1.79 -5.13 1.33
P 1.68 -0.44 -1.73
P 2.31 -0.41 0.35
O 1.67 0.66 1.23
O 2.15 -1.90 1.16
O 4.02 -0.04 0.33
C -1.16 0.26 -0.86
F -2.48 -0.05 -1.44
C -1.33 -0.34 0.60
C -1.89 0.68 1.70
C -2.27 -0.24 3.00
C -1.18 -0.08 4.16
S -1.29 1.56 5.02
O -0.75 2.70 4.19
O -0.45 1.47 6.27
Cl -3.27 1.99 5.46
H 2.74 4.28 0.33
H 1.57 3.44 1.53
H 1.04 5.01 0.67
H 1.79 2.34 -0.85
H 0.87 3.88 -1.51
H -3.14 2.30 -1.79
H -2.72 2.77 -0.01
H -0.93 5.74 -1.59
H -1.65 -2.16 -2.48
H -0.56 -2.48 -1.04
H 0.88 -2.12 -3.89
H -0.31 -3.50 -3.74
H 1.97 -4.37 -3.23
H 2.25 -3.23 -1.83
H 0.20 -4.42 -0.56
H -0.13 -5.44 -2.06
H 0.73 -6.81 0.83
H 2.10 0.82 -2.29
H 3.03 -2.05 1.60
H 4.14 0.95 0.36
H -0.39 -0.84 1.03
H -2.11 -1.18 0.52
H -1.06 1.38 2.03
H -2.86 1.20 1.42
H -2.27 -1.35 2.70
H -3.32 -0.01 3.38
H -1.21 -0.97 4.89
H -0.15 -0.14 3.66
Cu 5.43 -1.31 -0.91
```

Here are the Mulliken charges for atoms 1 to 8, given in e:
1 C -1.28
2 C 0.36
3 O -0.32
4 C 0.43
5 C -0.39
6 C 0.32
7 O -0.58
8 O -0.42

=====

3.
An isolated molecule of C5H7NO. Source: OMol25; level of theory: wB97M-V/def2-TZVPD.

The calculation puts the energy above the lowest of the compared OMol25 structures with the same formula, charge and spin at 139.9 kcal/mol. The calculation puts the HOMO energy (alpha / beta) at -8.15 / -6.90 eV. For the LUMO energy (alpha / beta), the calculation gives 0.6141 / 0.3086 eV. The calculation puts the HOMO-LUMO gap (alpha / beta) at 8.8 / 7.2 eV.

XYZ file:
```
14
C5H7NO | OMol25 | wB97M-V/def2-TZVPD
C 0.68 1.70 -0.39
C 0.15 -1.61 -0.58
C -1.19 0.46 0.44
C 0.95 -1.10 0.54
C -0.49 -0.90 0.59
N 1.64 2.36 -0.72
O -0.58 1.46 -0.39
H 0.21 -1.11 -1.54
H -0.03 -2.68 -0.69
H -2.17 0.30 -0.02
H -1.35 0.89 1.44
H 1.64 -1.53 1.23
H -1.09 -1.49 1.28
H 1.63 3.26 -1.19
```

Here are the Mulliken charges for atoms 1 to 8, given in e:
1 C 0.23
2 C -0.48
3 C -0.46
4 C -0.50
5 C 0.00
6 N -0.43
7 O -0.31
8 H 0.19

=====

4.
The ion CH3O2S with charge -1. Source: OMol25; level of theory: wB97M-V/def2-TZVPD.

As for the total charge: -1. The calculation puts the energy above the lowest of the compared OMol25 structures with the same formula, charge and spin at 83.3 kcal/mol. The calculation puts the HOMO energy at -3.04 eV. For the LUMO energy, the calculation gives 4.0641 eV. As for the SMILES: C=[S@@H](=O)[O-]. The calculation puts the HOMO-LUMO gap at 7.1 eV.

XYZ file:
```
7
CH3O2S | OMol25 | wB97M-V/def2-TZVPD
C 1.14 -0.10 0.05
S -0.55 0.28 0.05
O -0.80 1.38 1.14
O -0.98 0.50 -1.31
H 1.30 -0.36 -1.14
H 1.34 -0.93 0.74
H -1.44 -0.77 0.46
```

What are the Mulliken partial charges on each atom? They are as follows, in elementary charge units:
1 C -0.73
2 S 0.69
3 O -0.65
4 O -0.62
5 H 0.14
6 H 0.14
7 H 0.03

=====

5.
A structure of composition C34H40BCl5F4NO2Pm. Source: OMol25; level of theory: wB97M-V/def2-TZVPD.

The spin multiplicity is 5. The calculation puts the HOMO energy (alpha / beta) at -7.58 / -7.62 eV. For the LUMO energy (alpha / beta), the calculation gives -2.7196 / -2.6993 eV. The calculation puts the HOMO-LUMO gap (alpha / beta) at 4.9 / 4.9 eV.

XYZ file:
```
88
C34H40BCl5F4NO2Pm | OMol25 | wB97M-V/def2-TZVPD
Pm 0.79 -2.08 1.28
C 0.37 3.97 -2.01
C 0.29 4.37 -0.53
C -0.95 5.24 -0.33
C 1.56 5.18 -0.19
C 0.20 3.16 0.39
C 0.00 1.89 -0.09
C -0.15 0.82 0.83
N -0.77 -0.34 0.61
C -0.97 -0.74 -0.70
C -2.25 -0.87 -1.21
C -2.42 -1.25 -2.53
C -1.27 -1.55 -3.31
C 0.01 -1.50 -2.83
C 0.21 -1.14 -1.45
O 1.31 -1.24 -0.80
C 1.20 -1.85 -3.73
C 1.83 -3.16 -3.22
C 0.77 -2.04 -5.18
C 2.26 -0.72 -3.70
C -3.83 -1.26 -3.11
C -4.73 -2.17 -2.26
C -4.37 0.18 -3.08
C -3.85 -1.76 -4.56
C 0.27 1.01 2.22
O 0.66 -0.02 2.83
C 0.24 2.36 2.73
C 0.24 3.36 1.81
C 0.29 2.60 4.24
C 1.69 2.24 4.76
C -0.02 4.06 4.57
C -0.76 1.72 4.94
H 0.45 4.86 -2.62
H -0.52 3.43 -2.33
H 1.25 3.34 -2.20
H -0.88 6.14 -0.95
H -1.06 5.55 0.71
H -1.85 4.70 -0.62
H 1.65 6.01 -0.88
H 2.45 4.55 -0.28
H 1.52 5.58 0.82
H -0.14 1.67 -1.14
H -3.07 -0.62 -0.56
H -1.42 -1.83 -4.34
H 1.10 -3.98 -3.28
H 2.16 -3.07 -2.19
H 2.69 -3.43 -3.84
H 0.09 -2.89 -5.29
H 1.65 -2.25 -5.79
H 0.29 -1.15 -5.58
H 2.63 -0.56 -2.69
H 1.84 0.21 -4.07
H 3.10 -1.00 -4.33
H -4.79 -1.83 -1.23
H -4.34 -3.19 -2.26
H -5.73 -2.18 -2.68
H -4.41 0.57 -2.07
H -5.39 0.20 -3.49
H -3.75 0.85 -3.68
H -3.44 -2.77 -4.63
H -3.29 -1.10 -5.22
H -4.88 -1.79 -4.91
H 0.27 4.39 2.15
H 2.44 2.87 4.29
H 1.92 1.20 4.55
H 1.73 2.40 5.84
H 0.74 4.73 4.18
H -0.05 4.18 5.66
H -1.00 4.35 4.18
H -0.53 0.66 4.82
H -1.76 1.90 4.53
H -0.79 1.94 6.01
Cl 4.30 -2.90 1.12
C 3.69 -3.20 2.72
C 2.41 -2.75 2.95
C 1.89 -3.03 4.21
Cl 0.24 -2.53 4.46
C 2.59 -3.70 5.20
Cl 1.88 -4.01 6.73
C 3.89 -4.13 4.92
Cl 4.79 -4.97 6.12
C 4.46 -3.87 3.67
Cl 6.06 -4.39 3.31
F 1.00 -4.00 0.04
B -0.21 -4.42 0.70
F -0.77 -5.52 0.18
F 0.13 -4.47 2.06
F -1.06 -3.24 0.62
```

Here are the Mulliken charges for atoms 1 to 8, given in e:
1 Pm 0.85
2 C -2.09
3 C 1.88
4 C -1.64
5 C -1.65
6 C -0.11
7 C -0.64
8 C 0.77

=====

6.
A structure of composition C22H43CoN2P3S. Source: OMol25; level of theory: wB97M-V/def2-TZVPD.

The spin multiplicity is 5. As for the total charge: +3. The calculation puts the energy above the lowest of the compared OMol25 structures with the same formula, charge and spin at 27.6 kcal/mol. The calculation puts the HOMO energy (alpha / beta) at -14.55 / -16.07 eV. For the LUMO energy (alpha / beta), the calculation gives -7.7801 / -11.8800 eV. The calculation puts the HOMO-LUMO gap (alpha / beta) at 6.8 / 4.2 eV.

XYZ file:
```
72
C22H43CoN2P3S | OMol25 | wB97M-V/def2-TZVPD
Co -0.61 0.54 1.41
P -0.07 -1.23 2.47
P 1.08 0.45 -0.32
P -2.34 -2.88 -2.74
H -3.89 0.87 0.72
C -3.25 0.05 0.39
C -2.31 -0.21 1.55
H -2.80 0.27 2.44
C -0.32 -0.52 4.11
C 1.62 -1.79 2.34
C -1.03 -2.77 2.51
C 0.77 1.40 -1.85
C 2.61 1.33 0.20
C 1.74 -1.10 -1.03
C -3.64 -4.05 -3.15
C -1.16 -3.58 -1.60
C -1.41 -2.15 -4.10
H -3.95 -0.81 0.26
H -2.40 -1.29 1.79
H -1.14 0.20 4.13
H 0.60 0.00 4.42
H -0.54 -1.34 4.79
H 2.31 -1.01 1.99
H 1.67 -2.65 1.65
H 1.92 -2.12 3.34
H -2.04 -2.64 2.91
H -0.53 -3.48 3.18
H -1.10 -3.21 1.51
H 1.56 1.18 -2.58
H 0.78 2.48 -1.63
H -0.21 1.13 -2.26
H 3.42 1.10 -0.51
H 2.91 1.05 1.22
H 2.42 2.41 0.17
H 2.60 -0.86 -1.67
H 0.96 -1.58 -1.64
H 2.05 -1.80 -0.25
H -3.39 -4.61 -4.06
H -4.58 -3.46 -3.28
H -3.78 -4.74 -2.29
H -0.47 -4.23 -2.16
H -1.67 -4.19 -0.85
H -0.60 -2.79 -1.10
H -1.48 -2.81 -4.99
H -0.36 -2.01 -3.79
H -1.85 -1.16 -4.31
C -3.13 1.97 -1.71
C -3.15 2.43 -3.06
C -3.41 3.77 -3.32
C -3.66 4.67 -2.27
C -3.74 4.19 -0.96
C -3.46 2.85 -0.68
S -2.80 0.26 -1.41
H -3.08 -1.80 -2.25
H -3.02 1.69 -3.86
H -3.44 4.11 -4.36
H -3.84 5.73 -2.44
H -4.09 4.80 -0.14
H -3.58 2.49 0.34
N 0.50 6.48 2.29
C 0.36 5.16 2.04
C 0.17 4.67 0.72
C -0.36 3.40 0.58
N -0.30 2.50 1.60
C 0.17 2.88 2.82
C 0.39 4.22 3.10
H 0.43 7.17 1.55
H 0.48 6.85 3.24
H 0.35 5.31 -0.16
H -0.84 3.11 -0.37
H 0.35 2.07 3.53
H 0.60 4.54 4.11
```

Here are the Mulliken charges for atoms 1 to 8, given in e:
1 Co -0.57
2 P 2.00
3 P 1.27
4 P 1.11
5 H 0.65
6 C -1.40
7 C -0.38
8 H 0.49